C47H55Br2LaN12OS4 | the ωB97M-V functional and the def2-TZVPD basis

```
122
Properties=species:S:1:pos:R:3:forces:R:3
La -1.526 0.070 -0.962 -1.6153 -0.3394 -0.5862
Br -1.160 3.248 -2.072 -0.2947 0.4961 -0.0630
C -3.023 3.533 -2.562 0.2921 -0.1809 0.1434
Br -3.902 1.836 -2.865 -0.2791 0.0840 -0.3382
H -3.070 4.111 -3.476 0.0401 -0.0452 -0.0366
H -3.517 4.019 -1.731 -0.0059 -0.0304 0.0288
N -0.608 1.320 0.801 0.4583 0.0665 0.7348
S 0.037 1.214 2.106 0.1365 0.2047 0.1916
N 1.547 0.550 2.220 -0.1291 -0.0188 0.0361
S 2.720 0.861 1.262 -0.0058 0.2277 0.0279
N 2.487 1.155 -0.232 0.1607 -0.3507 -0.1274
S 2.027 0.347 -1.586 0.4567 -0.0657 0.1664
N 0.612 0.190 -1.916 0.6896 0.0623 -0.0088
C 2.943 1.368 -2.737 -0.0206 -0.0669 0.1904
C 2.262 1.887 -3.822 -0.2012 -0.1502 0.0804
C 2.944 2.672 -4.740 0.0822 0.0342 -0.0279
C 4.296 2.924 -4.561 -0.0507 0.0344 -0.0564
C 4.968 2.416 -3.455 -0.0051 -0.0554 0.0545
C 4.289 1.640 -2.532 0.0417 0.0955 0.0280
C 2.865 -1.239 -1.584 0.0205 0.2228 -0.1871
C 3.848 -1.543 -2.514 0.0758 0.1443 0.0038
C 4.344 -2.837 -2.571 -0.0250 -0.0389 0.0367
C 3.840 -3.810 -1.722 0.0311 -0.0503 -0.0197
C 2.834 -3.500 -0.814 0.0019 -0.0116 0.0706
C 2.335 -2.211 -0.747 -0.0922 0.1661 0.1503
C 3.610 2.311 1.788 0.0075 -0.0442 -0.1229
C 3.564 3.471 1.034 -0.1246 -0.0572 -0.1040
C 4.220 4.597 1.510 0.0136 0.0480 0.0540
C 4.906 4.547 2.715 -0.0178 0.0087 -0.0223
C 4.950 3.369 3.454 -0.0287 -0.0182 0.0100
C 4.298 2.239 2.992 0.0151 -0.0565 0.0182
C 3.877 -0.442 1.621 -0.2293 -0.0346 -0.0258
C 5.108 -0.406 0.983 -0.0377 0.0756 -0.1377
C 6.018 -1.415 1.238 0.0310 0.0187 0.0011
C 5.702 -2.421 2.145 -0.0087 -0.0308 0.0235
C 4.481 -2.420 2.805 0.0579 -0.0411 -0.0268
C 3.553 -1.425 2.540 -0.2539 0.0572 -0.0279
C 0.147 2.774 2.988 0.1487 -0.1629 -0.1157
C 1.186 3.054 3.860 0.0261 -0.0741 0.0724
C 1.178 4.250 4.561 -0.0008 -0.0484 -0.0313
C 0.126 5.140 4.397 -0.0274 0.0499 0.0365
C -0.916 4.844 3.527 0.0563 -0.0061 0.0282
C -0.909 3.656 2.814 -0.0346 0.0029 -0.2317
C -0.770 0.210 3.358 0.2152 0.0147 -0.0689
C -0.104 -0.096 4.537 0.0301 -0.0365 -0.0285
C -0.774 -0.801 5.523 0.0123 -0.0018 0.0125
C -2.092 -1.192 5.325 -0.0500 0.0294 -0.0640
C -2.746 -0.873 4.142 0.0007 -0.0525 0.1151
C -2.085 -0.163 3.154 0.0022 0.1639 -0.2581
H 1.201 1.689 -3.917 0.0423 0.0203 -0.0371
H 2.421 3.083 -5.592 0.0025 0.0099 0.0051
H 4.830 3.528 -5.283 -0.0056 0.0010 0.0071
H 6.020 2.624 -3.313 -0.0061 0.0118 -0.0045
H 4.793 1.252 -1.658 0.0489 -0.0046 -0.0142
H 4.213 -0.788 -3.197 0.0378 -0.0684 -0.0004
H 5.114 -3.085 -3.289 -0.0140 0.0001 -0.0100
H 4.217 -4.823 -1.782 0.0054 0.0127 0.0214
H 2.430 -4.266 -0.165 -0.0084 0.0051 -0.0005
H 1.522 -1.957 -0.074 0.0056 -0.0938 0.0409
H 3.022 3.480 0.097 0.0428 0.0592 0.0271
H 4.194 5.514 0.937 -0.0010 -0.0034 0.0014
H 5.414 5.429 3.081 0.0098 -0.0064 -0.0076
H 5.492 3.330 4.390 0.0146 0.0060 -0.0089
H 4.323 1.314 3.556 0.0377 0.0386 0.0185
H 5.351 0.409 0.312 0.0374 -0.0429 -0.0358
H 6.979 -1.413 0.742 -0.0045 0.0085 0.0046
H 6.420 -3.204 2.348 -0.0001 0.0124 -0.0016
H 4.249 -3.192 3.526 -0.0017 0.0011 -0.0144
H 2.587 -1.393 3.027 0.0594 -0.1029 -0.0043
H 1.989 2.345 3.995 -0.0112 0.0155 0.0529
H 1.992 4.481 5.235 -0.0153 0.0070 0.0114
H 0.116 6.066 4.957 -0.0020 0.0059 -0.0252
H -1.733 5.541 3.400 0.0028 0.0063 -0.0038
H -1.698 3.417 2.111 0.0005 0.0035 0.0510
H 0.923 0.216 4.668 -0.0085 -0.0379 0.0949
H -0.272 -1.046 6.450 0.0187 0.0031 -0.0163
H -2.614 -1.741 6.097 0.0152 -0.0076 0.0040
H -3.773 -1.184 3.998 -0.0162 0.0311 -0.0173
H -2.572 0.108 2.223 0.0241 -0.0281 0.0316
C -6.903 -1.129 2.242 0.0882 -0.0285 -0.0077
C -6.159 0.145 2.111 0.0921 -0.1008 -0.1569
N -6.312 1.188 2.848 -0.1496 0.1396 0.2173
N -5.409 2.095 2.377 0.0688 -0.1960 -0.1669
C -4.674 1.641 1.352 -0.2224 -0.0575 0.0753
S -3.479 2.403 0.487 0.1404 0.1183 0.0526
N -5.152 0.372 1.180 -0.1036 0.1086 0.2007
N -4.660 -0.489 0.207 0.1413 -0.0927 -0.1769
H -7.714 -0.983 2.950 -0.0171 -0.0119 -0.0131
H -6.251 -1.920 2.623 -0.0231 -0.0202 -0.0207
H -7.312 -1.452 1.285 -0.0331 0.0105 0.0084
H -5.352 3.010 2.787 0.0140 0.0737 0.0107
H -5.265 -0.461 -0.607 -0.1017 -0.0160 0.0143
H -4.655 -1.432 0.578 0.1143 -0.0582 0.0017
O -1.260 0.593 -3.879 0.0776 -0.3071 -0.0332
H -0.386 0.210 -4.027 0.0530 0.0737 0.1098
H -1.395 1.247 -4.570 -0.1235 0.0301 -0.0409
C -1.313 -2.099 0.425 0.1167 0.1275 -0.1036
H -2.226 -2.654 0.685 -0.0010 -0.0086 0.0103
H -0.814 -1.883 1.379 0.0006 -0.0538 0.0134
H -0.662 -2.816 -0.096 -0.0330 -0.0284 0.0352
C -3.903 -2.661 -2.260 0.0450 -0.0392 0.0286
N -4.488 -3.787 -2.964 -0.1324 -0.0006 0.0256
C -4.721 -3.391 -4.357 0.0971 0.0289 0.0376
N -3.477 -2.980 -5.009 -0.0669 0.0090 -0.0748
C -2.902 -1.867 -4.274 -0.0365 -0.1346 -0.0009
N -2.624 -2.204 -2.852 0.0048 0.2332 0.1182
C -1.707 -3.374 -2.856 -0.0107 -0.0870 0.0521
N -2.257 -4.506 -3.582 0.0360 -0.0719 -0.0308
C -3.521 -4.892 -2.952 0.0579 0.0287 -0.0012
C -2.535 -4.101 -4.963 0.0054 0.0373 0.0647
H -3.719 -2.949 -1.221 0.0312 0.0503 -0.0039
H -4.612 -1.825 -2.298 0.0055 -0.0069 0.0069
H -5.424 -2.555 -4.376 -0.0234 -0.0296 -0.0184
H -5.154 -4.230 -4.901 -0.0092 0.0098 0.0037
H -3.592 -1.020 -4.303 0.0409 0.0238 -0.0225
H -1.968 -1.583 -4.752 -0.0193 0.0658 0.0244
H -1.524 -3.678 -1.824 0.0229 0.0763 -0.0207
H -0.762 -3.072 -3.315 0.0046 0.0140 0.0203
H -3.330 -5.188 -1.919 -0.0065 -0.0096 -0.0122
H -3.944 -5.741 -3.490 -0.0131 0.0056 0.0140
H -2.954 -4.948 -5.507 0.0002 0.0096 -0.0047
H -1.601 -3.802 -5.443 -0.0093 -0.0159 -0.0041
```
Forces are in eV/Å.

Computed properties:
Total charge: +2
DFT total energy: -9328.01224 Ha
Kohn-Sham gap: 0.2902 hartree
Max |F|: 1.75 eV Å⁻¹
2S+1: 1


C47H55Cl2N2O27P | the ωB97M-V functional and the def2-TZVPD basis

```
134
Properties=species:S:1:pos:R:3:forces:R:3
C 2.736 -2.484 -5.244 -0.8908 0.3226 -0.1533
C 1.684 -2.184 -6.304 0.6450 -0.1939 0.0665
O 0.415 -2.082 -5.693 -0.1805 0.2957 0.0482
C -0.502 -1.430 -6.546 0.2616 -0.1388 -0.1208
C -1.834 -1.201 -5.881 -0.1928 -0.3709 0.2976
O -1.739 -0.661 -4.573 0.0909 0.0499 0.0044
C -2.510 -1.444 -3.658 0.0833 0.5560 -0.3339
C -2.553 -0.744 -2.328 0.1020 0.2886 0.4873
C -1.522 -0.952 -1.390 -0.7773 -0.1428 -0.0252
C -0.393 -1.885 -1.708 0.6101 -0.0667 -0.3247
C 0.702 -1.205 -2.517 -0.0295 0.2562 0.6314
O 1.579 -0.525 -1.553 -0.4235 -0.0889 -0.1358
C 2.277 0.451 -2.166 0.5613 -0.2200 -0.1871
O 2.037 1.607 -2.044 -0.2281 0.7816 0.2896
C -1.599 -0.275 -0.170 0.1649 -0.0366 0.0776
C -2.643 0.597 0.139 -0.1050 -0.0291 -0.5480
C -3.661 0.835 -0.793 -0.2824 -0.5315 -0.0153
P -4.944 2.097 -0.413 0.7068 1.2385 0.2589
N -4.406 3.507 0.031 -0.0028 -0.3233 -0.2665
C -3.615 0.137 -2.015 0.1813 0.0562 -0.0859
C -4.680 0.381 -3.030 0.1406 -0.0018 -0.4402
Cl -4.166 1.235 -4.453 0.0671 0.1369 0.1515
C -5.946 -0.003 -2.911 0.0408 -0.2453 0.1533
C -6.486 -0.751 -1.726 0.1091 0.2886 -0.5432
Cl -7.092 0.319 -4.157 -0.1241 0.1070 -0.0311
C -2.617 1.254 1.485 0.3575 -0.1204 -0.2372
O -3.612 1.441 2.129 -0.7238 0.1857 0.3719
C -1.273 1.607 1.979 0.2647 -0.0619 -0.2023
C -0.265 0.798 1.674 0.2012 0.4392 -0.0650
C 1.125 1.049 2.088 0.5402 -0.1537 0.5855
C 2.027 1.673 1.237 -0.2593 0.1386 -0.4957
C 3.344 1.858 1.617 -0.4912 -0.2148 0.4654
N 3.811 1.475 2.810 -0.0885 0.0524 -0.3474
C 2.930 0.908 3.629 -0.0248 -0.2544 0.5341
C 1.594 0.656 3.337 0.1210 0.2520 -0.6104
C -0.546 -0.432 0.885 -0.4387 0.3026 -0.1396
O 0.011 -1.466 1.146 0.3662 -0.5426 0.2027
H 2.943 -1.550 -4.728 0.3305 0.0270 0.1622
H 2.309 -3.174 -4.522 0.2717 -0.3581 -0.0303
H 3.634 -2.876 -5.704 0.1788 -0.0879 0.1186
H 1.963 -1.241 -6.787 -0.2292 0.1085 -0.1364
H 1.682 -2.953 -7.082 -0.1599 -0.1130 -0.0253
H -0.049 -0.506 -6.916 -0.0805 0.2118 0.0977
H -0.697 -2.066 -7.418 -0.0160 0.0686 -0.1890
H -2.367 -2.152 -5.820 0.0525 -0.1488 -0.0689
H -2.443 -0.553 -6.514 -0.0135 0.1774 -0.0596
H -3.524 -1.570 -4.027 -0.1455 -0.0170 -0.0902
H -2.058 -2.426 -3.606 -0.0908 -0.2161 0.2074
H -0.717 -2.743 -2.288 -0.2867 -0.0558 -0.0552
H 0.077 -2.283 -0.820 -0.0865 -0.0484 0.1761
H 1.276 -1.927 -3.079 0.1313 -0.0892 -0.1606
H 0.278 -0.439 -3.158 -0.0134 -0.1110 -0.3563
H 3.126 0.118 -2.777 0.0022 -0.3241 -0.0868
H -5.810 1.508 0.528 -0.0612 -0.1948 -0.2376
H -5.715 2.261 -1.574 -0.1740 -0.5573 0.0856
H -3.396 3.542 0.073 0.0067 0.1295 0.1828
H -7.400 -1.247 -2.028 -0.0409 -0.2520 0.1124
H -5.739 -1.467 -1.408 -0.0538 -0.1649 0.3084
H -6.734 -0.057 -0.928 -0.0456 -0.0003 0.2178
H -1.116 2.514 2.542 -0.1680 0.0831 0.1594
H 1.701 2.014 0.266 -0.0006 -0.0039 -0.1088
H 4.021 2.333 0.922 0.1781 0.1040 0.0219
H 3.296 0.612 4.604 0.1481 0.0244 0.0463
H 0.935 0.173 4.040 0.0546 -0.0341 0.2389
C 3.695 -4.182 -0.792 0.1752 0.1002 0.1645
C 3.617 -5.638 -0.383 0.0913 0.0266 0.1728
O 2.610 -6.147 -1.266 -0.0014 0.0800 -0.0757
C 2.561 -5.349 -2.359 0.0539 -0.0102 0.1254
O 1.946 -5.588 -3.345 -0.0814 0.0126 -0.0921
O 3.306 -4.233 -2.169 -0.0827 -0.0440 0.0359
H 4.692 -3.760 -0.693 0.0053 0.0470 -0.1678
H 2.985 -3.554 -0.249 -0.0169 -0.0198 -0.0372
H 4.550 -6.174 -0.565 -0.0035 0.0185 -0.0297
H 3.323 -5.778 0.654 -0.1181 -0.0825 -0.0413
C 6.934 -0.582 1.424 0.0373 0.0208 0.1903
C 6.718 0.803 0.855 -0.0011 0.0841 0.1404
O 6.962 0.603 -0.544 0.0214 -0.1378 0.0496
C 6.746 -0.704 -0.825 -0.0109 0.1176 -0.0343
O 6.694 -1.160 -1.921 -0.0474 -0.0599 -0.0270
O 6.589 -1.420 0.314 0.0017 0.0102 0.0049
H 6.297 -0.797 2.278 -0.0989 -0.0936 -0.1022
H 7.975 -0.767 1.696 0.0060 -0.0036 -0.0519
H 5.693 1.139 0.986 0.0410 -0.0365 0.0457
H 7.399 1.546 1.262 0.0611 0.0167 -0.1670
C -2.347 6.986 0.001 -0.1651 0.1105 -0.1168
C -3.248 6.508 1.120 -0.2696 0.2006 -0.0777
O -2.570 5.329 1.565 0.1262 0.0709 0.0959
C -1.275 5.428 1.221 -0.2480 -0.0845 -0.0390
O -0.434 4.664 1.587 0.1709 -0.0794 -0.0114
O -1.062 6.482 0.406 -0.0038 -0.0438 0.0643
H -2.318 8.068 -0.098 0.1949 -0.0059 0.0686
H -2.605 6.544 -0.962 -0.0011 -0.0634 0.0318
H -3.298 7.217 1.948 0.0745 -0.0085 0.0119
H -4.255 6.264 0.792 0.0691 -0.2712 -0.0047
C -1.608 2.493 5.635 -0.0356 0.1793 -0.0382
C -2.592 2.019 6.683 -0.1194 0.1404 0.0196
O -2.162 0.673 6.914 0.0498 0.0562 -0.0147
C -0.859 0.580 6.569 0.0376 -0.0388 0.0031
O -0.163 -0.358 6.791 0.0290 -0.0673 -0.0729
O -0.448 1.699 5.927 -0.1752 0.0312 -0.0234
H -1.371 3.551 5.710 0.1681 -0.0509 0.0465
H -1.945 2.271 4.623 -0.0393 -0.0594 0.0000
H -2.514 2.579 7.616 0.0482 -0.0179 0.0003
H -3.623 2.037 6.339 0.0048 -0.1820 -0.0062
C 2.229 -2.971 2.700 -0.0870 0.2095 -0.1718
C 1.221 -3.417 3.735 -0.1095 0.1618 0.0234
O 1.624 -4.771 3.982 0.1027 0.0488 -0.0375
C 2.933 -4.892 3.653 -0.1128 -0.0189 0.0590
O 3.604 -5.843 3.890 0.0550 -0.0511 -0.0424
O 3.369 -3.783 3.007 -0.0345 -0.0404 0.0196
H 2.476 -1.915 2.768 0.1577 -0.0465 0.0172
H 1.905 -3.191 1.681 -0.0609 -0.0059 0.0513
H 1.295 -2.850 4.665 0.0402 -0.0176 0.0036
H 0.196 -3.381 3.377 0.0147 -0.1648 -0.0190
C -5.422 -4.765 0.174 -0.0862 -0.0893 0.1455
C -4.155 -5.589 0.072 0.0123 -0.0843 0.1632
O -3.737 -5.333 -1.273 -0.0454 0.0272 0.0352
C -4.265 -4.156 -1.668 0.1723 -0.1570 -0.0464
O -3.963 -3.588 -2.669 -0.2278 -0.0129 0.1848
O -5.172 -3.713 -0.767 0.0096 -0.0132 -0.0046
H -5.593 -4.358 1.166 0.0356 0.1723 -0.0715
H -6.308 -5.317 -0.145 0.0222 -0.0069 -0.0434
H -3.376 -5.244 0.753 -0.0057 0.0372 -0.0189
H -4.319 -6.652 0.225 0.0425 -0.0269 -0.1765
C 3.056 7.025 1.192 0.0140 -0.0775 -0.1441
C 2.179 6.165 2.075 0.1085 -0.0430 -0.0787
O 2.691 6.456 3.383 0.0418 0.0380 -0.0889
C 3.292 7.668 3.344 -0.0103 0.0035 0.0256
O 3.667 8.270 4.296 0.0099 0.0244 0.0252
O 3.404 8.105 2.064 -0.0272 -0.0683 0.0057
H 2.540 7.396 0.310 0.0051 0.1583 0.0703
H 3.970 6.515 0.883 0.0050 -0.0048 0.0395
H 1.135 6.458 2.034 -0.0373 0.0489 0.0086
H 2.258 5.104 1.858 0.0064 -0.0319 0.1780
```
Forces are in eV/Å.

Computed properties:
Total charge: 0
DFT total energy: -5226.69319 Ha
Kohn-Sham gap: 0.2729 hartree
Max |F|: 1.45 eV Å⁻¹
2S+1: 1


- Among the records above, which one has the highest DFT total energy?
  C47H55Cl2N2O27P